# C2H2N2O4

A cluster of 3 separate species, C2H2N2O4 in total (ωB97M-V with the def2-TZVPD basis set, OMol25).

```
10
C2H2N2O4 ωB97M-V with the def2-TZVPD basis set
C 1.73 1.62 -0.25
C -3.88 -0.43 -0.36
N 2.12 1.94 0.80
N 1.86 -1.03 -0.62
O -4.94 -0.20 -0.01
O 0.61 -1.08 -0.18
O -2.78 -0.67 -0.57
O 2.63 -1.55 0.19
H 2.65 1.86 1.64
H -0.01 -0.47 -0.63
```

Properties
LUMO level: 0.2 eV
Total energy: -13272.849 eV
Kohn-Sham gap: 10.45 eV
ΔE to the lowest compared entry with this formula, charge and spin: 53.7 kcal/mol